60
Properties=species:S:1:pos:R:3:forces:R:3 method="wB97M-V/def2-TZVPD" smiles=COc1cc(CN2CCN(CCc3ccccc3)[C@H](CCO)C2)cc(OC)c1 de_lowest_kj_mol=342.2 multiplicity=1 homo_lumo_gap_ev=8.91 homo_ev=-8.190
C 4.30570 2.44046 1.73004 0.0 0.3 0.0
O 4.28079 1.05426 1.49701 -0.1 -0.4 -0.2
C 3.54936 0.58394 0.44536 -0.1 0.0 0.0
C 2.81206 1.37294 -0.42386 0.2 0.2 0.2
C 2.09635 0.78194 -1.46294 0.1 -0.3 0.0
C 1.18984 1.62492 -2.32737 -0.1 0.0 -0.1
N -0.16697 1.75376 -1.80047 0.0 0.0 0.0
C -0.22003 2.46411 -0.53911 -0.2 0.2 0.1
C -1.67352 2.61324 -0.10475 0.3 0.1 0.0
N -2.27220 1.30537 0.01929 -0.2 0.2 -0.2
C -3.39951 1.25176 0.92312 0.1 0.0 0.2
C -2.89894 0.90776 2.34524 -0.1 -0.1 -0.3
C -1.99791 -0.28968 2.26295 0.0 0.0 0.2
C -2.52252 -1.57364 2.18405 0.0 0.1 0.1
C -1.69395 -2.66422 1.98321 0.0 -0.1 0.0
C -0.32739 -2.48433 1.85099 0.0 -0.1 0.0
C 0.20842 -1.21162 1.94766 0.1 0.1 0.0
C -0.62326 -0.12606 2.15673 0.0 -0.1 0.1
C -2.31196 0.65606 -1.28154 0.1 -0.3 -0.1
C -3.04166 -0.69385 -1.24927 0.1 0.1 -0.3
C -2.84868 -1.56205 -2.50019 -0.4 0.3 0.1
O -1.79605 -2.48785 -2.39326 0.5 -0.2 0.0
C -0.84398 0.47492 -1.69466 -0.4 0.1 -0.1
C 2.13871 -0.58927 -1.62948 0.1 0.0 0.0
C 2.87362 -1.39089 -0.75345 0.0 0.2 0.0
O 2.82906 -2.72790 -1.00038 -0.1 0.3 -0.2
C 3.52132 -3.59317 -0.13405 0.1 -0.2 0.1
C 3.57317 -0.80283 0.28665 0.1 -0.2 0.1
H 3.30502 2.83144 1.94218 0.0 0.0 0.0
H 4.73538 2.98383 0.88220 0.0 0.0 0.0
H 4.93875 2.58097 2.60489 -0.1 0.0 -0.1
H 2.78712 2.44561 -0.31696 0.0 0.1 0.0
H 1.59273 2.63638 -2.42721 0.0 -0.1 0.0
H 1.10871 1.18526 -3.32513 0.1 0.0 0.0
H 0.22973 3.45141 -0.67731 0.1 0.0 0.0
H 0.32728 1.92681 0.25158 0.0 0.1 0.0
H -1.70836 3.11689 0.86279 0.0 0.0 0.0
H -2.21019 3.23705 -0.84384 0.0 0.0 0.1
H -4.09399 0.47405 0.61398 0.0 0.0 0.0
H -3.95273 2.20334 0.94672 0.0 -0.1 -0.1
H -3.76002 0.70950 2.98579 0.0 0.1 0.1
H -2.34962 1.75651 2.75459 0.0 0.0 0.1
H -3.59027 -1.72005 2.27375 -0.1 0.0 0.0
H -2.11675 -3.65614 1.91607 0.0 -0.1 0.0
H 0.31500 -3.33435 1.67349 0.1 -0.1 0.0
H 1.27417 -1.06022 1.84861 0.1 0.0 0.0
H -0.20101 0.86489 2.23499 0.0 0.1 0.0
H -2.80176 1.30737 -2.03396 0.1 -0.1 0.0
H -2.70079 -1.26223 -0.38144 -0.1 -0.1 0.0
H -4.11208 -0.51172 -1.14429 0.0 0.0 0.1
H -3.73777 -2.17833 -2.65759 0.0 0.1 0.0
H -2.72115 -0.92441 -3.38830 -0.1 -0.1 0.0
H -0.99896 -2.03402 -2.09815 0.0 0.0 0.0
H -0.78540 0.01197 -2.68148 0.0 -0.1 0.0
H -0.36628 -0.17617 -0.94188 -0.1 -0.1 -0.1
H 1.61613 -1.07075 -2.44076 -0.1 -0.1 -0.1
H 4.59842 -3.39795 -0.14624 0.0 0.0 0.0
H 3.33278 -4.59798 -0.50877 0.0 0.1 0.1
H 3.15076 -3.51360 0.89307 0.0 0.0 0.0
H 4.15531 -1.37340 0.99112 0.1 -0.1 0.1